Formula: C53H51CaN6P2S2SeTe
Source: the OMol25 dataset
Level of theory: the ωB97M-V functional and the def2-TZVPD basis

**Frontier orbital gap**: 4.55 eV
**HOMO energy**: -2.57 eV
**Net charge**: -1

Structure (XYZ):
```
117
C53H51CaN6P2S2SeTe the ωB97M-V functional and the def2-TZVPD basis
Ca 0.07271 0.60201 0.98996
C -0.06690 -0.03531 -3.70107
N 0.40379 -1.35540 -3.26467
C -0.59383 -2.14143 -2.55651
P -1.07427 -1.51042 -0.84282
C -2.90189 -1.48203 -1.01000
C -3.60353 -0.38440 -0.52082
C -4.99331 -0.35210 -0.58238
C -5.68989 -1.41951 -1.12441
C -4.99709 -2.52129 -1.61900
C -3.61281 -2.54936 -1.56830
C -0.84945 -3.10872 0.07596
C -1.83848 -3.81230 0.75858
C -1.52641 -4.97636 1.45409
C -0.22391 -5.45267 1.47925
C 0.77738 -4.74858 0.82281
C 0.46590 -3.58029 0.14501
C 1.28081 -2.08433 -4.09444
C 2.20437 -2.95320 -3.50626
C 3.09572 -3.67744 -4.27988
C 3.08037 -3.56295 -5.66565
C 2.16365 -2.70881 -6.25943
C 1.27341 -1.97383 -5.48510
P 0.26929 1.16163 -2.22969
C -0.04914 2.68240 -3.22116
C -1.35732 2.91142 -3.64485
C -1.69322 4.07730 -4.32570
C -0.72506 5.03094 -4.58806
C 0.57548 4.83235 -4.13569
C 0.90589 3.67340 -3.44958
C 2.11887 1.00721 -2.37578
C 2.90120 0.84939 -1.23201
C 4.28628 0.77747 -1.29764
C 4.92708 0.84151 -2.52650
C 4.16762 0.99109 -3.67966
C 2.78472 1.08697 -3.60080
H -1.14308 -0.05530 -3.92131
H 0.44569 0.27072 -4.60835
H -0.22768 -3.15824 -2.44521
H -1.52358 -2.16652 -3.14141
H -3.06937 0.46231 -0.09564
H -5.52302 0.51142 -0.19879
H -6.77283 -1.40144 -1.16117
H -5.53690 -3.36415 -2.03432
H -3.08151 -3.41790 -1.94020
H -2.85798 -3.45296 0.75652
H -2.30929 -5.50730 1.98410
H 0.01136 -6.36712 2.01076
H 1.80012 -5.10522 0.84583
H 1.25421 -3.00952 -0.33800
H 2.22671 -3.03685 -2.42608
H 3.81346 -4.32977 -3.79678
H 3.77671 -4.12865 -6.27229
H 2.12305 -2.62162 -7.33890
H 0.55156 -1.32752 -5.96754
H -2.12323 2.17961 -3.41975
H -2.72029 4.24574 -4.62691
H -0.97992 5.93505 -5.12977
H 1.33257 5.58973 -4.30196
H 1.91102 3.54616 -3.07130
H 2.43259 0.79620 -0.25803
H 4.85961 0.67197 -0.38399
H 6.00753 0.78438 -2.58483
H 4.65340 1.03742 -4.64785
H 2.22302 1.24640 -4.51280
S 3.62759 0.01076 4.09181
C 4.02237 -1.11992 2.87102
C 3.06400 -1.19155 1.90839
C 1.92905 -0.32979 2.11147
C 2.11652 0.39329 3.26112
C 1.22304 1.42755 3.80043
C 1.54080 2.20367 4.91659
C 0.66897 3.19112 5.33110
C -0.50842 3.39868 4.62855
C -0.78051 2.57330 3.55585
N 0.04810 1.60109 3.15476
H 4.95474 -1.66326 2.94116
H 3.16669 -1.85709 1.05857
H 2.47147 2.02878 5.43941
H 0.90958 3.80270 6.19243
H -1.20604 4.17670 4.90684
H -1.68473 2.69168 2.96880
Te -1.93449 3.36205 0.02219
N -0.78511 -1.05513 4.62717
C -1.84458 -1.68893 4.10350
S -2.52807 -1.14121 2.68258
N -2.26321 -2.75628 4.84323
C -3.21364 -3.76710 4.59406
C -4.13511 -3.75303 3.55022
C -5.01118 -4.81929 3.39367
C -4.99771 -5.89716 4.26573
C -4.09591 -5.89680 5.32036
C -3.21368 -4.84293 5.48278
H -0.44490 -0.23940 4.13926
H -0.37522 -1.30355 5.51070
H -1.70420 -2.94025 5.66061
H -4.15543 -2.91474 2.87120
H -5.71648 -4.79918 2.57190
H -5.68131 -6.72522 4.12965
H -4.07553 -6.72231 6.02087
H -2.50852 -4.85121 6.30818
C 3.90713 4.51119 0.23613
N 2.84851 5.46980 0.44701
C 2.62590 6.59048 -0.33894
C 1.49148 7.15053 0.12089
N 1.05858 6.34791 1.16619
C -0.14455 6.57698 1.93440
C 1.87622 5.28357 1.37940
Se 0.55805 3.00151 -0.09274
H 4.87998 5.00487 0.18909
H 3.74947 3.95233 -0.69025
H 3.88908 3.81183 1.06737
H 3.26903 6.87105 -1.15677
H 0.95038 8.01811 -0.21871
H -0.07577 7.51056 2.50107
H -0.25431 5.74300 2.62118
H -1.02002 6.60886 1.28665
```